# 1
The following is a quantum chemistry calculation of a 14-piece molecular cluster, C64H155Cl10N9 overall at a distorted geometry, from OMol25.

The geometry in ORCA input format:
```
! RIJCOSX wB97M-V def2-TZVPD def2/J DEFGRID3
* xyz 0 1
C 11.8238 -17.2329 22.3872
C 9.6794 -13.7711 16.0485
H 2.3402 -17.4323 18.6343
H 17.0171 -22.6223 12.9140
C 17.4570 -19.1112 10.2485
H 12.6045 -17.5016 18.3644
H 14.8940 -15.1576 14.9282
H 5.9452 -19.2543 17.8840
C 17.0023 -17.5610 19.8895
C 16.0307 -13.7063 12.5945
H 10.7616 -23.7305 22.5460
C 13.3137 -16.8689 22.0119
H 9.8304 -18.6941 20.5641
H 12.7700 -10.2710 13.7926
H 10.5790 -21.6104 13.2577
H 17.9969 -15.0176 14.8882
C 13.9218 -18.1429 16.1112
H 9.5616 -12.4691 14.2569
H 14.8861 -18.5179 15.6836
C 13.9704 -24.7069 13.6666
C 10.3678 -22.8780 21.9606
H 12.7555 -12.7499 12.7755
H 19.3766 -16.0508 13.4482
C 4.6123 -16.4290 16.6372
H 10.0644 -14.8804 13.6902
H 12.2797 -26.0224 13.2429
H 9.5804 -17.6346 13.4542
C 14.9035 -23.0706 16.9605
H 15.2580 -23.9891 17.4725
H 10.9225 -18.0086 18.6876
H 6.9543 -17.3536 23.9859
H 8.1651 -18.5528 13.7719
H 6.6964 -15.8980 16.5057
H 15.0880 -13.1448 10.7799
C 3.0866 -16.8435 19.1006
C 17.3971 -21.2744 19.4265
H 9.7282 -23.2650 21.1229
C 14.1591 -23.2773 15.6540
H 11.2041 -16.4253 16.7618
H 12.3852 -11.0986 15.2191
H 10.9560 -18.4278 11.1944
H 8.8557 -20.9318 11.3167
C 15.8923 -15.5462 15.1907
H 9.2904 -20.3905 17.9846
H 13.9442 -18.7150 8.6005
Cl 10.1339 -23.0812 15.5408
H 11.3481 -11.7785 12.8379
H 16.2442 -19.9434 20.7608
H 5.1471 -19.5258 15.4915
C 5.9396 -18.4067 17.1527
N 17.6475 -18.7994 19.5096
C 9.4813 -21.4609 17.7243
H 9.5097 -19.8524 9.4805
H 7.5452 -16.1910 13.5080
H 11.9991 -12.7456 18.3512
H 16.9578 -13.5953 15.1156
C 8.6737 -18.0201 12.9644
H 10.5220 -14.0902 16.6761
C 14.1741 -12.3235 18.1582
C 8.3574 -15.8368 20.2824
Cl 14.6782 -12.5737 19.8595
H 13.4481 -23.9919 12.9919
C 15.6845 -17.2130 19.2143
H 13.2834 -26.4787 14.7289
H 14.0008 -16.7944 22.8317
H 19.3411 -19.1665 10.9214
H 15.8829 -16.5842 14.8221
H 11.7534 -20.2961 19.0872
H 18.1176 -21.6308 20.2003
C 15.7851 -13.9342 11.1543
H 8.3837 -14.9903 22.7943
H 14.6696 -16.4975 12.3594
H 20.2866 -15.1421 12.2220
H 11.3211 -20.6406 11.9548
H 17.9595 -21.2548 18.4894
H 17.8085 -18.4125 9.4889
H 18.9208 -13.4385 13.2043
C 7.8177 -16.6771 23.9185
C 15.5755 -17.6366 10.7786
H 3.6271 -15.9845 16.8708
C 18.3722 -14.1996 12.6407
C 9.6617 -15.5264 19.5938
C 11.4297 -21.9920 21.4543
H 18.1204 -17.7180 17.2971
H 18.1924 -18.1057 12.0180
H 5.6134 -14.5612 16.3603
C 4.4909 -17.4806 18.8199
C 15.1105 -20.0260 9.9502
H 18.8082 -16.1353 11.8963
H 15.8693 -19.7931 19.1123
H 11.2736 -17.3124 21.4550
H 7.7029 -16.3281 19.5268
C 5.7836 -15.4700 16.8830
N 14.7273 -24.2583 14.8135
C 12.4470 -19.4585 19.0495
H 9.1168 -18.6014 16.0971
H 16.8320 -17.5817 21.0435
H 14.8787 -18.1789 12.7112
C 10.9355 -17.4259 16.3597
H 4.5038 -16.6839 15.5835
H 17.6931 -16.7729 19.6980
Cl 11.8105 -18.8173 23.2727
H 20.0174 -18.1674 14.9884
H 9.2997 -14.6293 15.5407
C 9.4243 -21.5771 16.2110
C 18.9287 -18.9468 20.1918
H 19.7103 -19.4238 22.1411
C 10.3000 -12.8210 14.9685
H 9.5615 -14.8800 18.6579
C 11.8921 -18.3379 18.2815
H 8.8175 -13.3603 16.5550
C 7.9622 -17.9551 21.3599
H 13.5539 -17.7252 11.6462
H 12.7192 -12.7166 16.6603
H 7.8945 -14.9018 20.5186
H 14.1101 -22.2949 15.1781
H 9.1007 -17.6177 17.4900
C 16.7001 -19.9663 19.7346
H 16.2044 -12.5951 12.6967
N 17.0368 -14.5729 13.1768
H 13.6798 -17.6691 21.3382
H 5.9009 -15.2634 17.9251
H 18.1318 -18.4971 22.2030
H 16.6575 -22.0651 19.1980
H 2.9096 -16.7789 20.1715
H 13.0971 -23.5743 15.8701
C 8.7335 -18.7229 20.3322
H 16.3990 -24.8538 13.7728
H 15.0895 -13.8578 13.1599
Cl 9.3342 -21.8516 23.0672
C 9.9402 -18.2495 10.9468
H 6.3471 -18.1521 14.9518
C 9.1710 -20.3274 12.1970
C 12.8823 -11.2803 14.3004
Cl 12.4463 -23.0076 20.4440
H 12.9643 -20.0916 16.4470
Cl 8.1915 -22.3620 18.6137
H 15.3868 -14.9313 10.8288
H 12.4382 -15.9194 14.0515
H 14.8955 -17.8920 19.4733
C 16.1227 -23.9726 14.4056
C 19.2730 -15.4016 12.5439
C 19.4587 -18.4815 15.8398
H 8.6591 -18.2678 19.3710
H 11.0689 -21.1010 21.0527
C 18.6280 -17.3818 16.4182
H 20.0772 -18.9815 16.6739
C 12.8313 -25.6564 14.1214
H 5.2511 -16.7765 19.2253
H 8.0209 -16.3160 11.6861
H 12.0669 -21.7105 22.2896
H 18.2352 -19.8345 12.1542
Cl 18.4336 -19.8162 15.1299
H 10.7694 -14.0304 12.3704
H 11.0622 -17.1673 15.3093
Cl 13.0443 -14.7838 17.6994
H 13.7141 -17.1361 15.6383
H 13.8762 -11.6881 14.4829
H 17.9190 -16.9450 15.7043
C 6.0787 -18.9449 15.7025
H 12.5009 -19.1457 20.0845
C 7.8290 -15.9359 22.5890
C 14.5612 -19.6094 8.6071
H 17.6755 -20.0882 9.8403
H 15.0803 -17.2450 9.8943
C 18.3629 -18.9931 11.4321
H 10.1827 -16.4794 19.3275
H 6.8108 -15.7093 22.3245
C 10.5391 -20.6570 12.7374
C 16.2365 -22.6602 13.6478
Cl 13.3653 -15.2291 21.2075
N 11.6141 -18.5793 16.8644
H 15.7664 -22.5159 16.6234
C 18.7381 -19.2594 21.6942
C 12.9116 -12.9715 17.7087
C 7.6947 -16.8541 12.6313
H 15.9968 -15.5837 16.2560
H 16.7407 -13.7664 10.6189
H 10.0992 -20.7496 15.8963
H 6.7568 -17.3475 12.4184
H 10.6650 -11.8491 15.4300
H 8.7728 -17.2169 23.9301
H 10.7619 -19.8385 13.4892
H 12.1308 -25.1059 14.7631
C 14.5864 -17.4413 11.9658
H 16.4455 -16.9568 10.8772
H 4.5983 -18.4648 19.2873
C 9.4108 -17.6225 16.4894
H 19.4793 -19.8348 19.7366
H 8.1149 -18.4509 22.2923
H 19.5796 -18.1539 19.9531
H 8.9021 -16.8062 15.9738
N 16.0274 -18.9997 10.5690
H 8.5064 -20.6153 13.0703
H 13.8156 -20.3676 8.2293
H 18.1990 -13.7861 11.6786
H 16.7284 -23.8831 15.3147
H 14.6471 -25.3465 13.0237
C 16.9970 -14.6339 14.6014
H 13.9986 -11.2801 17.9516
H 11.2910 -16.6012 23.0873
H 8.8216 -18.4176 9.0508
H 8.4839 -21.5031 15.6740
H 14.3086 -22.5058 17.6935
H 13.0692 -14.9398 12.7737
N 8.4655 -16.6244 21.5011
H 15.0582 -12.5216 17.5343
N 4.6822 -17.7149 17.3737
H 9.8421 -17.1536 10.9995
H 15.4802 -16.1455 19.2992
N 11.4324 -13.4204 14.2592
H 18.1065 -20.1589 21.8780
H 6.8093 -19.7673 15.6214
Cl 19.6094 -16.1012 17.0513
C 12.7217 -19.0818 16.0265
H 6.8961 -18.0700 21.0510
H 16.3590 -21.7607 14.2734
H 10.5847 -18.6714 8.8084
H 6.8900 -17.8890 17.4369
C 12.1400 -15.4141 13.1193
H 13.3263 -19.9115 18.6589
C 12.0782 -12.3179 13.4654
H 15.8856 -17.4333 18.1576
C 10.9890 -14.4867 13.3649
H 15.2768 -22.5672 13.1838
H 10.3933 -21.8124 18.2158
H 11.9598 -16.3177 12.5265
H 10.4146 -14.9345 20.1724
H 15.3280 -19.4995 7.7947
H 15.5948 -20.9858 9.9786
H 14.2861 -20.1978 10.6547
H 14.1581 -17.9271 17.1547
H 3.0834 -15.8307 18.7732
H 7.8730 -15.9252 24.7343
C 9.7205 -18.7639 9.5149
H 8.3716 -19.7427 20.1997
N 8.9865 -18.9302 11.8955
H 12.3208 -19.3492 14.9734
*
```

Computed properties:
E_tot (eV): -207512.6613
Orbital gap (eV): 8.34
Maximum force (eV Å⁻¹): 3.82

Löwdin atomic charge list, values in e, 8 entries: -0.603 -0.061 0.064 0.064 -0.286 0.079 0.054 0.118

# 2
The following is a quantum chemistry calculation of a 2-piece molecular cluster, C3H7N2O overall at a distorted geometry, from OMol25.

The geometry in ORCA input format:
```
! RIJCOSX wB97M-V def2-TZVPD def2/J DEFGRID3
* xyz 1 1
H 0.3633 -0.4786 1.4834
H 2.0057 -2.4713 0.5669
H -3.6169 1.8891 2.6718
H -3.5568 3.3168 1.9841
N 0.2584 0.1447 -0.6418
C 0.8364 -0.3359 -1.7151
O -3.0047 2.4677 2.0988
N 1.7004 -1.3661 -1.4181
H 0.8470 0.0331 -2.7483
H -0.4574 0.9675 -0.6045
C 0.7077 -0.7180 0.5146
C 1.4862 -1.6625 -0.0715
H 2.4308 -1.7866 -2.1202
*
```

Computed properties:
E_tot (eV): -8244.8730
Orbital gap (eV): 10.57
Maximum force (eV Å⁻¹): 4.30

natural (NBO) atomic charge list, values in e, 8 entries: 0.269 0.286 0.479 0.483 -0.485 0.287 -0.962 -0.505

# 3
The following is a quantum chemistry calculation of a single C22H25F3N2O3 molecule at a distorted geometry, from OMol25.

The geometry in ORCA input format:
```
! RIJCOSX wB97M-V def2-TZVPD def2/J DEFGRID3
* xyz 0 1
C 2.0905 2.6108 -0.6251
H 1.0531 5.7176 -0.0360
C 3.1994 -1.5021 -0.7192
C 1.0271 5.3134 -1.0512
H 5.6053 -2.8261 0.5409
C -0.5111 -2.3215 -0.6682
O -0.0784 1.2750 -2.3710
C 2.9392 -3.8533 -0.4161
H -0.8909 4.3519 -0.7630
C 0.9943 -2.4517 -0.6094
H 4.0006 3.5604 -0.9170
C 0.1178 4.0898 -1.0894
F 0.4901 -2.4905 2.1235
H -0.9713 -3.1888 -0.1888
H -1.6682 -0.5262 -1.9619
H -0.8216 -2.3327 -1.7170
C -1.0844 -0.8633 1.2343
H 3.0704 4.2055 0.4377
H 3.8305 -0.6326 -0.8322
C 2.9969 3.8372 -0.5888
C 3.7772 -2.7533 -0.5505
H 0.0574 3.7048 -2.1078
F -1.5722 -3.1063 1.9775
H -0.6866 1.6095 0.6951
C -1.5229 -0.0451 -0.9879
O -3.0065 1.8141 -0.3348
C 0.6747 2.9894 -0.1833
C -4.2720 2.0052 0.0683
H 5.7607 -2.1379 -1.0739
C -2.8417 0.4903 -0.5163
C 2.4408 4.9391 -1.4851
C -4.0027 -0.1710 -0.2337
H -5.9514 0.6670 0.4485
O -1.4022 0.1924 1.7505
N -1.0285 -1.0928 -0.0804
C 5.2651 -2.9109 -0.4916
C -0.7711 -2.0449 2.1923
H 0.7099 3.3562 0.8482
F -0.9761 -1.6639 3.4498
H 0.6276 6.0873 -1.7091
H 2.4186 4.5861 -2.5179
N -0.2025 1.8255 -0.1678
H 2.0466 2.2153 -1.6406
H -4.1696 -1.2277 -0.2868
C 1.5659 -3.7061 -0.4420
C -4.9348 0.8212 0.1522
H 3.0890 5.8167 -1.4418
H -4.5775 3.0144 0.2593
H 5.5676 -3.8861 -0.8657
H 0.9317 -4.5735 -0.3294
H 1.4044 -0.3695 -0.8995
C 1.8256 -1.3508 -0.7527
H 2.4821 1.8324 0.0344
H 3.3667 -4.8366 -0.2847
C -0.5112 1.1072 -1.2494
*
```

Computed properties:
E_tot (eV): -40495.9861
SMILES: Cc1ccc(CN(C(=O)C(F)(F)F)[C@H](C(=O)NC2CCCCC2)c2ccco2)cc1
Orbital gap (eV): 9.51
Maximum force (eV Å⁻¹): 1.11

natural (NBO) atomic charge list, values in e, 8 entries: -0.418 0.190 -0.197 -0.395 0.222 -0.262 -0.633 -0.214